The following is a DFT calculation (ωB97M-V/def2-TZVPD) of a molecular structure, C21H27N6O7Re in a non-equilibrium geometry.

XYZ file:
```
62
Properties=species:S:1:pos:R:3:lowdin_charge:R:1
Re 0.216 -0.152 0.342 1.82
O -3.639 -0.282 -1.085 -0.01
O -0.234 1.275 1.710 -0.18
O -2.069 -0.496 0.480 -0.06
O -0.456 0.995 -0.896 -0.51
O -0.058 -1.820 1.452 -0.47
O 1.763 -0.161 -0.943 -0.27
O 1.923 1.556 5.302 0.04
N 1.872 -0.042 1.713 -0.17
N -1.398 2.005 -2.926 0.19
N -1.462 1.495 -5.195 0.18
N -2.845 0.388 -3.718 0.07
N -0.353 -1.761 -1.040 -0.02
N 1.597 0.648 2.886 0.04
C -2.922 -0.889 -4.438 -0.18
C 5.125 -1.042 0.218 -0.08
C -2.275 -2.474 -2.488 -0.13
C -1.016 3.508 6.119 -0.11
C 0.724 2.147 5.154 -0.28
C 3.549 -1.185 -2.058 -0.06
C -1.896 1.299 -3.925 -0.47
C -3.343 -2.009 -3.484 -0.18
C 4.878 -1.614 -2.107 -0.14
C -1.258 2.682 3.884 -0.02
C 3.768 -0.632 0.305 -0.19
C -1.761 3.412 4.949 -0.11
C 0.213 2.882 6.223 -0.03
C 0.480 1.284 2.810 -0.44
C -0.021 2.048 3.964 -0.08
C -0.327 -1.830 2.822 -0.23
C 2.992 -0.680 -0.891 -0.34
C 5.664 -1.523 -0.957 -0.15
C 3.206 -0.155 1.490 -0.10
C -2.513 -0.643 -0.679 -0.62
C -1.590 -1.350 -1.712 -0.29
H -1.502 -3.029 -3.032 0.11
H -0.986 -1.005 3.122 0.07
H -3.633 -2.862 -4.105 0.11
H -2.727 -3.183 -1.787 0.13
H 0.591 -1.765 3.418 0.07
H -1.126 1.552 -1.963 0.01
H -1.814 2.580 2.961 0.12
H 5.292 -2.000 -3.030 0.08
H -2.726 3.896 4.869 0.09
H -4.235 -1.694 -2.943 0.11
H 0.805 2.944 7.127 0.11
H -3.210 0.322 -2.733 0.12
H 0.401 -1.919 -1.701 0.11
H -0.614 2.002 -5.370 0.11
H 5.736 -0.983 1.112 0.10
H -1.991 1.147 -5.972 0.10
H -1.264 -0.594 -2.420 0.11
H 2.112 1.070 4.453 0.06
H -1.398 4.075 6.961 0.09
H -0.792 2.769 -3.181 0.11
H -0.841 -2.764 3.081 0.07
H 2.929 -1.194 -2.949 0.10
H -1.955 -1.107 -4.903 0.12
H -3.664 -0.835 -5.242 0.11
H -0.468 -2.553 -0.409 0.11
H 6.702 -1.837 -0.982 0.08
H 3.843 0.082 2.335 0.11
```

Computed properties:
LUMO level (spin up / spin down) in eV: 1.9 / 1.9
Spin multiplicity: 4
Strongest force on any atom in eV/A: 1.3
Expectation value of S²: 3.783
Total charge: -1